ORCA calculation (wB97M-V/def2-TZVPD) on the molecule C5H10N2O at a distorted geometry.

Values from the calculation:
energy relative to the best compared isomer or geometry (same formula, charge and spin): 6.408 eV
max |F|: 5.45 eV/Å
gap between HOMO and LUMO: 9.579 eV
E_LUMO: 0.0325 Eh
SMILES: N[C@]12CNC[C@]1(O)C2
HOMO energy: -8.696 eV

Element x y z (Å)
1 C 0.17758 -0.64884 -0.49143
2 C 1.37826 -0.35597 0.41146
3 C -0.53984 1.04487 0.83916
4 C -0.37306 0.79302 -0.52890
5 C -0.87585 -0.19237 -1.62347
6 H -0.28453 -2.57784 0.29118
7 H -1.58447 -1.59811 0.19684
8 H 1.75171 -1.26207 0.84496
9 H 2.09945 0.07459 -0.28328
10 H 0.49941 0.12923 2.34987
11 H -0.54067 1.95186 1.36747
12 H -1.39110 0.50087 1.31636
13 H 1.44111 1.83978 -0.74297
14 H -0.64385 0.31205 -2.67452
15 H -1.92896 -0.53519 -1.76913
16 N -0.62919 -1.63612 0.50356
17 N 0.84187 0.56394 1.35778
18 O 0.60214 1.59630 -1.36495

natural (NBO) atomic charge list, values in e, 6 entries: C 0.09; C -0.24; C -0.29; C 0.16; C -0.40; H 0.36